The following is a quantum chemistry calculation of 12 unconnected molecules or ions with the total composition C33H97N7O12, from the Open Molecules 2025 dataset.

Values from the calculation:
DFT total energy   -70787.410 eV
Charge   0
ΔE to the lowest compared entry with this formula, charge and spin   196.9 kJ/mol
HOMO energy   -0.3222 Eh

Atoms and positions in Å:
1 C 13.579 17.415 18.931
2 C 11.244 20.785 18.976
3 H 11.759 16.425 18.697
4 H 9.304 11.204 17.571
5 H 10.271 18.328 18.664
6 C 10.163 6.603 12.038
7 H 13.058 17.039 16.391
8 H 7.264 19.160 14.784
9 H 9.695 12.634 19.652
10 H 13.084 13.455 16.104
11 H 9.318 19.343 16.988
12 C 9.510 9.768 13.803
13 C 13.175 8.086 16.345
14 O 7.572 12.895 14.502
15 H 14.034 7.721 15.771
16 H 5.733 20.435 19.204
17 N 11.844 13.913 13.678
18 H 12.264 12.421 20.595
19 C 12.167 17.302 18.240
20 C 7.184 19.365 17.317
21 H 12.901 9.804 15.152
22 H 18.699 11.127 13.290
23 H 12.236 13.341 19.113
24 H 6.524 13.132 12.705
25 H 10.136 20.966 18.897
26 O 7.191 20.723 17.673
27 H 11.359 14.417 12.979
28 H 16.128 9.769 13.844
29 H 15.203 11.902 12.309
30 H 11.432 18.269 19.974
31 C 17.093 10.590 12.019
32 H 14.100 12.255 9.935
33 H 10.804 13.333 14.995
34 C 9.664 8.258 13.570
35 O 10.201 13.085 15.796
36 H 7.599 14.462 13.101
37 H 14.396 13.789 14.994
38 H 14.018 14.996 16.144
39 C 13.527 15.773 13.522
40 N 12.188 17.375 16.801
41 H 17.816 9.262 13.542
42 H 6.210 14.651 19.271
43 H 13.795 5.757 17.064
44 C 16.832 9.467 13.004
45 H 11.437 11.752 19.176
46 C 14.580 10.296 16.442
47 H 8.239 12.891 12.485
48 O 16.593 13.481 14.202
49 H 6.324 19.152 16.700
50 C 11.640 12.668 19.731
51 C 13.444 17.185 11.722
52 H 17.099 12.728 13.728
53 C 6.954 9.927 19.583
54 N 8.862 10.939 18.461
55 H 13.912 18.439 18.893
56 H 6.056 22.120 18.644
57 H 7.330 9.662 17.485
58 H 12.193 5.985 17.865
59 H 11.980 18.297 16.494
60 H 18.253 13.435 15.506
61 H 11.333 20.828 20.016
62 H 13.730 18.150 12.165
63 H 10.709 14.989 16.542
64 H 9.512 16.536 11.757
65 O 16.102 12.071 10.473
66 H 12.477 13.240 13.150
67 H 14.314 15.093 13.062
68 H 11.042 16.925 13.336
69 N 8.446 17.612 16.381
70 C 13.252 6.350 17.844
71 H 9.470 10.176 18.694
72 N 17.987 11.543 12.694
73 H 15.254 13.217 9.034
74 H 5.928 9.474 19.568
75 H 13.715 6.030 18.799
76 C 12.647 14.868 14.437
77 H 9.427 14.049 17.419
78 H 14.915 10.030 17.471
79 C 7.517 13.357 13.194
80 H 8.506 12.951 14.812
81 C 15.751 11.230 11.569
82 C 17.267 13.929 15.337
83 H 5.106 21.014 17.545
84 C 14.980 12.854 10.032
85 N 9.281 9.851 15.292
86 H 14.106 16.525 14.062
87 H 15.031 13.720 10.690
88 O 10.322 13.312 19.918
89 H 16.640 13.759 16.216
90 H 7.039 10.766 20.253
91 C 9.835 14.290 16.426
92 C 13.207 9.617 16.204
93 C 9.381 17.399 12.396
94 H 8.701 7.867 13.939
95 C 6.022 13.874 18.442
96 O 10.140 17.249 13.569
97 H 4.904 13.859 18.257
98 H 11.515 10.356 13.732
99 H 10.592 10.534 12.208
100 H 7.160 12.149 16.977
101 H 9.222 5.996 12.006
102 H 12.126 11.205 16.782
103 O 12.771 16.257 12.457
104 O 9.992 7.964 12.215
105 H 14.477 11.388 16.505
106 H 7.988 20.656 15.202
107 C 6.660 11.722 17.859
108 H 9.597 18.301 11.878
109 H 10.414 11.635 13.717
110 H 12.239 7.644 16.038
111 H 10.247 9.934 15.716
112 C 7.439 10.449 18.275
113 H 8.788 10.726 15.415
114 H 17.488 10.182 11.088
115 H 8.551 10.077 13.313
116 H 15.026 10.329 11.226
117 H 5.662 11.486 17.665
118 H 8.981 19.569 14.408
119 N 12.112 10.221 16.931
120 H 7.147 18.759 18.250
121 C 13.563 14.230 15.492
122 H 8.342 17.229 17.379
123 H 10.420 7.912 14.246
124 O 11.723 19.661 18.341
125 H 13.464 17.055 19.953
126 C 8.174 19.603 15.114
127 C 8.449 19.035 16.495
128 H 12.252 10.145 17.941
129 H 15.225 9.883 15.690
130 H 10.446 6.527 10.988
131 H 7.622 9.200 20.004
132 C 11.368 18.426 18.862
133 H 11.889 15.554 14.836
134 H 12.818 17.393 10.888
135 H 6.610 14.164 17.560
136 H 18.468 12.126 11.967
137 H 9.017 14.835 15.874
138 O 13.403 7.720 17.667
139 H 17.480 14.984 15.233
140 C 5.949 21.074 18.299
141 O 6.627 12.676 18.876
142 H 14.377 16.800 18.456
143 C 10.577 10.650 13.289
144 H 8.403 17.385 12.657
145 H 14.362 16.747 11.414
146 H 11.775 21.672 18.495
147 H 16.493 8.562 12.541
148 H 9.357 17.276 16.012
149 H 10.965 6.140 12.689

Forces on atoms 1 to 2 (eV/Å):
-0.099 -0.864 -0.940
-1.188 2.432 -1.796

The following is a quantum chemistry calculation of 11 unconnected molecules or ions with the total composition C33H99O44P11, from the Open Molecules 2025 dataset.

Values from the calculation:
DFT total energy   -228112.136 eV
Charge   0
ΔE to the lowest compared entry with this formula, charge and spin   569.1 kJ/mol
HOMO energy   -0.3829 Eh

Atoms and positions in Å:
1 C 3.835 -3.651 2.605
2 P -6.698 9.374 0.667
3 H -0.243 -0.439 1.211
4 H -9.451 -1.688 -1.457
5 H 4.581 7.695 -5.055
6 H 16.271 6.119 1.606
7 O -0.832 7.189 8.555
8 O 2.885 -2.232 5.114
9 O 5.455 -1.690 4.735
10 H -0.513 4.677 11.665
11 H 1.920 0.974 -9.479
12 H -7.211 0.392 11.652
13 P -0.642 -9.982 2.400
14 P 1.694 -2.292 -9.996
15 O -6.016 10.184 1.923
16 H 4.286 -2.738 2.215
17 H -8.307 5.177 8.876
18 O 5.569 6.852 -6.645
19 H 2.647 -10.900 2.819
20 O -0.590 1.295 0.018
21 O 4.296 -3.927 3.860
22 H -6.552 -4.823 -3.394
23 O -0.642 -8.772 3.573
24 H -1.077 -1.955 -3.151
25 H 10.785 5.463 -0.630
26 H -3.537 -11.619 -9.506
27 H 13.386 8.681 -2.106
28 C -0.266 -1.780 -2.445
29 H 3.895 6.141 -5.648
30 O -0.686 -0.748 -1.557
31 H -12.068 -3.534 -2.729
32 H 1.723 -1.188 6.487
33 C 11.627 5.224 0.021
34 H -8.755 8.110 -0.690
35 H 0.058 -12.994 2.462
36 O 4.602 -3.574 6.400
37 H -6.820 9.025 3.362
38 H -1.868 0.005 0.937
39 H 15.557 6.705 3.105
40 C -6.978 1.390 11.279
41 H -1.925 -7.315 4.428
42 O 6.570 4.470 -6.379
43 C 2.416 1.296 -0.479
44 H 7.986 3.150 -5.951
45 P -8.864 -4.124 -2.152
46 H 0.467 -13.936 -7.784
47 H 11.327 4.835 0.994
48 H -5.302 6.329 0.002
49 H -0.004 -2.666 -1.866
50 H -6.988 -6.557 -3.641
51 C 0.772 9.040 10.524
52 H -10.932 -4.341 -3.849
53 C -3.708 -11.659 -8.431
54 O 14.408 7.112 1.395
55 O -5.313 1.691 8.714
56 C -6.303 9.981 3.278
57 C 1.260 0.215 -9.060
58 P -1.180 -10.906 -8.319
59 O 8.000 6.587 -6.240
60 H -1.464 -12.584 1.597
61 H 13.656 8.987 -0.409
62 H -10.033 -1.142 -3.106
63 O 12.396 6.349 0.053
64 H 1.716 -4.852 -11.006
65 H 2.331 -4.415 -12.616
66 H -5.345 9.920 3.794
67 H 6.823 2.505 -6.968
68 O 1.505 0.300 -0.949
69 O 0.670 5.201 9.423
70 C 9.106 7.033 -6.925
71 O 1.135 -0.747 -10.082
72 C -1.543 6.316 7.613
73 H 3.067 -4.927 5.777
74 O 14.595 4.841 0.095
75 O -7.518 1.464 10.017
76 H -0.908 1.013 1.995
77 H -1.163 -2.074 -9.956
78 C 7.348 3.442 -6.785
79 H 3.171 0.911 0.207
80 H 1.034 -12.582 -8.681
81 H 3.127 -4.580 7.501
82 H -7.463 2.123 11.924
83 H 1.641 -10.248 3.952
84 P 0.096 6.553 9.770
85 H 5.446 6.226 -4.724
86 H -2.223 5.017 11.248
87 C -9.214 8.771 0.046
88 O -6.325 7.861 0.972
89 H -9.802 7.997 0.538
90 O -8.585 -5.319 -3.202
91 H 7.897 3.535 -7.722
92 H -8.370 3.418 6.116
93 C -1.569 -7.657 3.456
94 O -0.910 -10.523 -9.750
95 H 0.198 -10.658 -5.252
96 O 1.573 -2.836 -11.530
97 C -7.287 -5.521 -3.794
98 O -0.938 -12.483 -8.011
99 O -7.714 1.993 7.581
100 H -11.942 -5.315 -2.933
101 C 4.807 6.709 -5.463
102 C -11.391 -4.378 -2.861
103 C 1.616 -4.153 -11.836
104 H -0.811 -9.252 -5.474
105 O 6.957 5.764 -8.598
106 C -9.226 -1.578 -2.518
107 H -1.483 -13.334 3.179
108 H 9.058 8.117 -6.817
109 O 0.058 1.596 -2.542
110 C -0.876 0.437 1.070
111 H -6.825 10.827 3.722
112 H 3.403 -0.827 6.651
113 C 0.443 -12.847 -7.804
114 H 9.227 6.636 -7.932
115 H -6.161 7.397 -1.058
116 H -7.889 4.658 10.532
117 C 1.907 -10.105 2.905
118 P 6.786 5.894 -7.107
119 H 2.745 -3.637 2.589
120 P 0.025 0.675 -1.376
121 H -1.117 6.629 6.659
122 C 2.637 -1.055 5.909
123 O -0.308 -10.084 -7.191
124 O 14.506 7.217 -1.134
125 O -0.846 6.595 11.112
126 O -2.748 -10.755 -7.893
127 O 1.190 7.803 9.972
128 H 12.107 4.337 -0.391
129 H 2.863 1.842 -1.310
130 H -5.897 1.525 11.303
131 C -0.623 -10.259 -5.847
132 H -1.548 -10.802 -5.653
133 H -2.454 -7.916 2.875
134 H -1.469 5.237 7.753
135 O 0.474 -3.117 -9.265
136 C -7.614 2.683 6.391
137 H 0.941 9.926 9.912
138 C -6.209 6.928 -0.075
139 O -8.795 -2.820 -3.093
140 H -0.276 8.956 10.809
141 C -0.814 -3.081 -9.729
142 H 1.844 -0.083 -8.189
143 O 3.042 -2.441 -9.371
144 H 14.988 9.230 -1.374
145 H 0.343 0.725 -8.764
146 H 0.999 -12.348 -7.010
147 C 3.738 -4.696 6.605
148 O -0.853 -11.352 3.250
149 H -4.754 -11.398 -8.265
150 H 1.337 9.284 11.424
151 H -6.609 3.086 6.263
152 H -1.111 -6.820 2.930
153 H -2.596 6.584 7.536
154 H 0.602 -1.497 -3.041
155 C -0.956 -12.607 2.561
156 O -6.780 3.781 9.078
157 C -1.327 5.399 11.737
158 O -10.438 -4.317 -1.827
159 P 13.999 6.223 0.077
160 C 14.119 8.575 -1.306
161 O 0.948 -10.083 1.898
162 H -1.568 5.586 12.783
163 P 4.429 -2.750 5.007
164 H -9.875 9.448 -0.494
165 O -7.944 -4.063 -0.986
166 H 2.447 -9.159 2.897
167 H -3.518 -12.714 -8.231
168 H -7.276 -5.349 -4.870
169 P -6.704 2.171 8.821
170 C 15.659 6.910 2.039
171 C -7.981 4.340 9.493
172 H -7.094 6.292 -0.096
173 O -6.376 9.808 -0.746
174 H 16.177 7.850 1.848
175 H -0.924 -3.609 -10.677
176 H 9.994 6.816 -6.331
177 H -1.581 -3.530 -9.097
178 O -1.603 -9.782 1.302
179 H -8.738 3.555 9.498
180 H 1.863 2.046 0.087
181 H 4.321 -4.390 1.968
182 H -7.791 1.968 5.587
183 H -8.346 -0.942 -2.615
184 O -8.266 9.380 0.955
185 H 2.534 -0.196 5.245
186 H 0.641 -4.431 -12.238
187 H 4.392 -5.556 6.747

Forces on atoms 1 to 2 (eV/Å):
0.453 0.477 -2.016
0.492 1.111 -1.678

no.,gap between HOMO and LUMO (eV)
1,9.20
2,10.59